Entry from the OMol25 dataset: a cluster of 9 separate species, C48H128BF4N8O16 in total in a non-equilibrium geometry (wB97M-V/def2-TZVPD).

Summary:
ΔE to the lowest compared entry with this formula, charge and spin: 87.4 kcal/mol
HOMO: -20.7 eV
frontier orbital gap: 0.292 Eh
total energy: -3969.075869 a.u.
charge: +7

Geometry (Å):
C 1.678 14.766 -23.612
O 1.780 14.136 -22.344
C 2.782 14.656 -21.510
C 2.416 14.264 -20.069
N 1.063 14.780 -19.607
H 0.319 14.322 -20.133
H 0.920 14.477 -18.632
C 0.830 16.265 -19.547
C 1.578 16.858 -18.334
O 1.298 16.034 -17.216
C 2.203 16.191 -16.124
H 0.623 14.789 -23.900
H 2.273 14.210 -24.340
H 1.915 15.830 -23.713
H 2.772 15.748 -21.514
H 3.767 14.200 -21.636
H 3.047 14.779 -19.345
H 2.484 13.187 -19.942
H -0.235 16.484 -19.524
H 1.225 16.758 -20.433
H 1.313 17.882 -18.069
H 2.645 16.835 -18.588
H 2.159 17.203 -15.724
H 3.223 15.969 -16.463
H 2.097 15.427 -15.354
C 5.379 14.637 -14.271
O 6.541 14.997 -14.982
C 6.537 14.834 -16.370
C 7.857 15.465 -16.799
N 7.933 16.914 -16.330
H 7.145 17.429 -16.718
H 7.858 16.955 -15.305
C 9.244 17.552 -16.755
C 9.406 18.851 -15.978
O 9.112 18.526 -14.632
C 9.292 19.665 -13.807
H 5.452 14.942 -13.230
H 5.200 13.557 -14.316
H 4.494 15.142 -14.680
H 5.651 15.332 -16.787
H 6.472 13.795 -16.712
H 7.931 15.528 -17.883
H 8.699 14.935 -16.363
H 9.165 17.686 -17.831
H 10.047 16.879 -16.463
H 8.712 19.612 -16.345
H 10.439 19.187 -16.079
H 8.671 20.513 -14.105
H 10.325 20.032 -13.821
H 9.143 19.413 -12.759
C 5.090 5.450 -11.689
O 3.897 5.086 -12.366
C 2.829 5.930 -12.130
C 2.992 7.381 -12.566
N 3.081 7.429 -14.072
H 3.803 6.782 -14.419
H 2.235 7.077 -14.517
C 3.491 8.829 -14.577
C 4.112 8.675 -15.944
O 5.334 7.983 -15.787
C 6.052 7.848 -17.001
H 5.647 6.214 -12.249
H 5.803 4.627 -11.664
H 4.988 5.778 -10.653
H 2.453 5.955 -11.100
H 1.971 5.529 -12.683
H 3.910 7.823 -12.185
H 2.126 7.989 -12.310
H 4.162 9.267 -13.847
H 2.553 9.370 -14.668
H 4.391 9.634 -16.395
H 3.500 8.150 -16.692
H 6.811 7.081 -16.861
H 6.537 8.794 -17.258
H 5.404 7.493 -17.809
C 2.238 12.595 -28.131
O 1.264 11.927 -27.359
C -0.063 12.166 -27.785
C -0.900 11.122 -27.080
N -1.146 11.448 -25.607
H -0.215 11.535 -25.192
H -1.626 12.336 -25.467
C -1.933 10.334 -24.954
C -2.141 10.638 -23.484
O -0.900 10.887 -22.815
C -1.075 11.596 -21.613
H 2.169 13.686 -28.086
H 2.141 12.338 -29.193
H 3.226 12.227 -27.859
H -0.129 12.027 -28.867
H -0.456 13.160 -27.534
H -0.446 10.134 -27.096
H -1.876 11.020 -27.556
H -1.495 9.350 -25.101
H -2.879 10.367 -25.493
H -2.629 9.751 -23.069
H -2.834 11.473 -23.354
H -0.105 11.613 -21.106
H -1.765 11.056 -20.956
H -1.370 12.650 -21.672
C 1.178 11.534 -12.993
O -0.068 11.581 -12.354
C -0.207 12.481 -11.265
C -1.588 12.381 -10.567
N -1.969 10.908 -10.493
H -2.067 10.532 -11.436
H -1.178 10.405 -10.089
C -3.233 10.535 -9.748
C -3.142 10.909 -8.280
O -3.312 12.287 -8.201
C -3.380 12.750 -6.857
H 1.372 12.400 -13.632
H 1.210 10.589 -13.533
H 1.992 11.442 -12.262
H 0.078 13.485 -11.594
H 0.525 12.218 -10.489
H -2.390 12.896 -11.090
H -1.514 12.732 -9.544
H -3.429 9.472 -9.893
H -4.112 11.031 -10.163
H -2.203 10.499 -7.877
H -3.918 10.322 -7.773
H -3.400 13.833 -6.767
H -2.512 12.385 -6.296
H -4.274 12.377 -6.349
C -2.957 4.417 -18.744
O -1.912 5.418 -18.813
C -0.655 4.772 -18.881
C 0.474 5.820 -18.831
N 0.050 6.960 -17.908
H -0.973 6.931 -17.810
H 0.496 6.731 -17.026
C 0.541 8.328 -18.353
C -0.305 8.762 -19.544
O -1.631 8.788 -19.060
C -2.568 8.322 -20.008
H -3.857 4.991 -18.521
H -2.834 3.671 -17.961
H -3.072 4.025 -19.755
H -0.528 4.168 -19.783
H -0.553 4.089 -18.033
H 0.739 6.160 -19.827
H 1.330 5.349 -18.353
H 1.599 8.224 -18.582
H 0.379 9.003 -17.512
H -0.153 7.993 -20.307
H 0.021 9.734 -19.907
H -3.608 8.482 -19.715
H -2.581 7.245 -20.211
H -2.489 8.834 -20.972
C 11.806 13.806 -23.039
O 11.018 12.624 -23.042
C 10.274 12.474 -24.222
C 8.988 11.693 -23.966
N 8.251 12.214 -22.743
H 8.211 13.237 -22.699
H 7.252 12.035 -22.877
C 8.770 11.707 -21.422
C 7.790 11.956 -20.302
O 6.430 11.743 -20.713
C 5.541 11.721 -19.589
H 11.208 14.683 -22.764
H 12.246 14.022 -24.015
H 12.633 13.707 -22.340
H 10.824 11.965 -25.020
H 10.057 13.443 -24.690
H 9.320 10.684 -23.719
H 8.342 11.645 -24.837
H 9.671 12.279 -21.219
H 8.986 10.647 -21.527
H 7.854 13.016 -20.027
H 8.042 11.253 -19.508
H 4.643 11.205 -19.924
H 5.335 12.735 -19.236
H 5.954 11.125 -18.773
C -1.362 8.382 -14.331
O -1.056 9.596 -14.976
C -2.134 10.103 -15.774
C -1.703 11.452 -16.298
N -1.449 12.323 -15.085
H -2.343 12.570 -14.654
H -0.811 11.777 -14.499
C -0.982 13.734 -15.508
C -0.863 14.738 -14.378
O -2.213 14.944 -14.011
C -2.353 15.567 -12.749
H -1.365 7.518 -15.006
H -2.333 8.323 -13.827
H -0.608 8.249 -13.553
H -3.065 10.134 -15.198
H -2.313 9.341 -16.538
H -2.584 11.936 -16.720
H -0.826 11.419 -16.937
H -1.784 14.004 -16.193
H -0.057 13.574 -16.065
H -0.356 15.691 -14.536
H -0.415 14.181 -13.541
H -1.823 16.531 -12.815
H -1.837 15.041 -11.936
H -3.376 15.819 -12.486
B 2.401 11.634 -17.377
F 1.796 11.091 -16.217
F 1.873 12.953 -17.416
F 3.806 11.738 -17.285
F 1.971 10.934 -18.530



Entry from the OMol25 dataset: a cluster of 14 separate species, C48H130N6O14 in total in a non-equilibrium geometry (wB97M-V/def2-TZVPD).

Summary:
ΔE to the lowest compared entry with this formula, charge and spin: 65.7 kcal/mol
HOMO: -9.0 eV
frontier orbital gap: 0.351 Eh
total energy: -3288.514763 a.u.

Geometry (Å):
C 16.843 -29.322 3.602
C 15.734 -29.074 2.578
C 14.537 -28.407 3.250
O 13.930 -29.226 4.196
C 13.324 -28.655 5.291
N 16.281 -28.331 1.501
H 16.507 -29.889 4.465
H 17.108 -28.309 3.971
H 17.711 -29.784 3.197
H 15.397 -29.991 2.114
H 13.724 -28.029 2.660
H 15.015 -27.522 3.684
H 12.452 -28.077 5.051
H 13.930 -27.938 5.831
H 13.054 -29.520 5.856
H 16.787 -27.538 1.862
H 15.609 -28.001 0.817
C 9.440 -26.149 8.879
C 10.338 -26.624 7.839
C 10.554 -28.117 7.972
O 11.219 -28.239 9.280
C 11.429 -29.631 9.582
N 9.927 -26.394 6.524
H 9.878 -26.373 9.846
H 8.496 -26.716 8.737
H 9.242 -25.095 8.825
H 11.335 -26.127 7.909
H 11.216 -28.561 7.254
H 9.576 -28.508 7.929
H 10.512 -30.080 9.858
H 12.230 -29.805 10.354
H 11.725 -30.174 8.648
H 9.897 -25.374 6.406
H 8.945 -26.669 6.406
C 6.980 -18.776 6.165
C 8.374 -19.335 6.266
C 8.460 -20.381 7.366
O 9.844 -20.634 7.458
C 10.098 -21.918 8.078
N 8.746 -19.856 4.918
H 6.353 -19.633 5.983
H 6.900 -18.015 5.369
H 6.666 -18.256 7.037
H 9.107 -18.601 6.503
H 7.859 -21.253 7.146
H 8.103 -20.055 8.422
H 9.824 -21.937 9.158
H 11.164 -22.009 7.980
H 9.683 -22.701 7.409
H 7.873 -20.158 4.507
H 9.212 -20.765 5.037
C 4.564 -22.703 4.777
C 6.102 -22.742 5.090
C 6.288 -23.325 6.530
O 5.699 -22.446 7.387
C 5.685 -22.729 8.744
N 6.864 -23.507 4.118
H 4.155 -23.717 4.809
H 4.462 -22.329 3.750
H 4.047 -22.005 5.420
H 6.388 -21.673 5.039
H 7.350 -23.490 6.842
H 5.949 -24.396 6.610
H 4.817 -22.276 9.253
H 6.576 -22.373 9.232
H 5.638 -23.781 9.027
H 6.654 -23.293 3.141
H 7.838 -23.212 4.238
C 8.136 -20.481 1.528
C 9.380 -20.075 0.827
C 9.238 -18.944 -0.219
O 8.367 -19.450 -1.208
C 8.195 -18.371 -2.233
N 10.423 -19.890 1.835
H 7.372 -20.814 0.832
H 7.713 -19.531 1.938
H 8.192 -21.288 2.281
H 9.709 -20.942 0.227
H 10.230 -18.682 -0.569
H 8.812 -18.053 0.248
H 9.105 -18.089 -2.742
H 7.732 -17.523 -1.773
H 7.494 -18.761 -3.034
H 11.159 -19.278 1.521
H 10.000 -19.435 2.651
C 9.770 -24.934 2.422
C 10.196 -24.370 3.766
C 11.639 -24.851 4.081
O 11.954 -24.262 5.316
C 13.005 -24.889 5.981
N 10.002 -22.909 3.772
H 10.548 -24.779 1.650
H 8.860 -24.532 1.952
H 9.630 -26.028 2.442
H 9.494 -24.785 4.488
H 12.325 -24.559 3.298
H 11.601 -25.926 4.196
H 13.318 -24.250 6.865
H 13.985 -24.989 5.405
H 12.774 -25.909 6.262
H 10.268 -22.479 2.870
H 10.589 -22.523 4.509
C 4.435 -24.163 -0.897
C 4.919 -23.911 0.503
C 4.711 -25.081 1.429
O 6.320 -23.589 0.562
H 4.881 -23.441 -1.623
H 3.337 -24.135 -1.091
H 4.809 -25.089 -1.248
H 4.468 -23.012 0.931
H 5.282 -25.951 1.078
H 3.663 -25.372 1.324
H 4.908 -24.902 2.490
H 6.629 -23.123 -0.231
C 8.701 -28.433 1.361
C 10.017 -29.106 0.904
C 11.215 -28.262 1.309
O 10.114 -30.409 1.510
H 7.825 -29.012 1.093
H 8.614 -27.421 0.963
H 8.660 -28.274 2.429
H 9.914 -29.256 -0.198
H 12.093 -28.889 1.438
H 10.969 -27.893 2.333
H 11.392 -27.400 0.681
H 10.283 -30.371 2.469
C 14.418 -21.821 4.657
C 13.283 -20.909 4.278
C 12.781 -19.913 5.251
O 13.701 -20.119 3.137
H 14.149 -22.514 5.481
H 15.296 -21.220 4.957
H 14.682 -22.333 3.744
H 12.499 -21.608 3.884
H 12.446 -20.339 6.200
H 11.902 -19.319 4.912
H 13.511 -19.158 5.496
H 14.512 -19.632 3.335
C 13.769 -23.222 0.586
C 14.964 -24.191 0.552
C 15.075 -24.962 1.813
O 14.945 -25.031 -0.590
H 12.817 -23.746 0.875
H 13.594 -22.802 -0.408
H 13.986 -22.444 1.308
H 15.885 -23.663 0.490
H 14.966 -24.297 2.672
H 16.052 -25.401 1.968
H 14.223 -25.676 1.870
H 15.297 -24.467 -1.272
C 6.433 -28.613 5.319
C 5.981 -27.188 4.926
C 4.726 -26.687 5.652
O 6.991 -26.324 5.322
H 7.472 -28.711 5.028
H 5.893 -29.417 4.831
H 6.410 -28.788 6.399
H 5.749 -27.278 3.887
H 3.797 -27.193 5.325
H 4.483 -25.640 5.425
H 4.875 -26.787 6.726
H 6.746 -25.470 4.929
C 16.809 -21.891 9.525
C 15.614 -21.896 8.555
C 14.307 -22.334 9.138
O 15.467 -20.575 7.976
H 17.129 -22.894 9.725
H 16.446 -21.429 10.465
H 17.509 -21.234 9.065
H 15.824 -22.602 7.736
H 14.388 -23.248 9.755
H 13.596 -22.525 8.345
H 13.946 -21.567 9.788
H 15.154 -19.948 8.661
C 8.821 -24.675 -2.253
C 9.321 -23.400 -1.591
C 10.191 -22.565 -2.548
O 8.121 -22.657 -1.206
H 9.664 -25.349 -2.308
H 8.441 -24.442 -3.285
H 7.981 -25.116 -1.678
H 9.859 -23.699 -0.694
H 10.931 -23.202 -2.975
H 10.601 -21.746 -1.990
H 9.570 -22.253 -3.373
H 8.381 -21.729 -1.363
C 14.550 -26.989 8.247
C 15.998 -26.759 7.858
C 16.553 -27.615 6.752
O 16.128 -25.406 7.422
H 14.322 -26.304 9.070
H 14.400 -27.995 8.631
H 13.833 -26.766 7.441
H 16.657 -26.886 8.741
H 16.111 -27.348 5.805
H 16.330 -28.654 6.948
H 17.632 -27.484 6.615
H 17.005 -25.278 7.070